C4H6O in the gas phase, computed with wB97M-V/def2-TZVPD.

Output
energy above the lowest of the compared OMol25 structures with the same formula, charge and spin = 74.24 kcal/mol
2S+1 = 1
highest occupied orbital energy = -8.811 eV
LUMO level = 0.7 eV
calculated total energy = -231.1054 hartree
structure (SMILES) = CC1=C(O)C1
frontier orbital gap = 9.549 eV
net charge = 0

The geometry in XYZ format:
```
11
Properties=species:S:1:pos:R:3:nbo_charge:R:1
C -0.533 1.254 0.122 -0.499
C -0.084 -0.177 0.023 -0.093
C -1.373 -0.221 0.073 0.359
C 1.107 -1.089 0.044 -0.659
O -2.650 -0.579 0.033 -0.633
H -0.413 1.848 -0.780 0.174
H -0.280 2.047 1.002 0.184
H 0.731 -2.116 -0.196 0.226
H 1.804 -1.174 0.957 0.230
H 1.836 -0.863 -0.779 0.222
H -3.104 0.091 -0.336 0.489
```

***

A molecular structure, C5H7NO, computed with wB97M-V/def2-TZVPD.

Output
energy above the lowest of the compared OMol25 structures with the same formula, charge and spin = 127.75 kcal/mol
2S+1 = 1
highest occupied orbital energy (alpha / beta) = -8.081 / -8.081 eV
LUMO level (alpha / beta) = 0.7 / 0.7 eV
calculated total energy = -324.5209 hartree
frontier orbital gap (alpha / beta) = 8.769 / 8.770 eV
net charge = 0

The geometry in XYZ format:
```
14
Properties=species:S:1:pos:R:3:nbo_charge:R:1
O -1.185 0.098 -1.391 -0.633
C -0.143 0.771 -1.103 0.358
C -0.281 1.666 0.117 -0.279
N 0.329 0.465 0.761 -0.282
C -0.440 -0.720 0.856 -0.253
C 0.590 -1.471 -0.008 -0.452
C 1.014 -0.049 -0.442 -0.101
H 0.365 2.532 0.224 0.216
H -1.309 1.849 0.446 0.217
H -1.567 -0.276 -0.291 0.317
H -1.013 -1.000 1.726 0.223
H 0.144 -2.129 -0.748 0.235
H 1.446 -1.975 0.468 0.226
H 2.050 0.239 -0.615 0.209
```

***

C19H23N3O4S in the gas phase, computed with wB97M-V/def2-TZVPD.

Output
energy above the lowest of the compared OMol25 structures with the same formula, charge and spin = 89.95 kcal/mol
2S+1 = 1
highest occupied orbital energy = -7.770 eV
LUMO level = 0.4 eV
calculated total energy = -1601.1836 hartree
structure (SMILES) = COc1ccc(-c2ccc(SCC(=O)NC[C@H]3CCCO3)nn2)cc1OC
frontier orbital gap = 8.200 eV
net charge = 0

The geometry in XYZ format:
```
50
Properties=species:S:1:pos:R:3:nbo_charge:R:1
C 6.009 -2.063 -1.463 -0.240
H 7.070 -1.847 -1.337 0.188
O 5.375 -1.410 -0.386 -0.493
C 4.032 -1.479 -0.192 0.261
C 3.590 -0.814 0.953 -0.239
C 2.263 -0.777 1.309 -0.176
C 1.310 -1.417 0.519 -0.100
C 1.740 -2.076 -0.633 -0.279
C 3.075 -2.120 -1.003 0.287
O 3.511 -2.764 -2.139 -0.524
C 2.576 -3.442 -2.938 -0.251
H 3.156 -3.885 -3.747 0.201
H 1.832 -2.760 -3.361 0.176
H 2.070 -4.239 -2.382 0.176
H 1.012 -2.552 -1.268 0.210
C -0.100 -1.359 0.904 0.155
N -0.392 -0.530 1.903 -0.202
N -1.603 -0.348 2.305 -0.240
C -2.602 -0.996 1.735 0.028
C -2.405 -1.940 0.720 -0.218
C -1.114 -2.122 0.292 -0.176
H -0.895 -2.840 -0.482 0.215
H -3.239 -2.487 0.308 0.226
S -4.222 -0.641 2.313 0.243
C -3.887 0.885 3.235 -0.618
C -3.371 2.022 2.359 0.684
O -2.615 2.858 2.798 -0.620
N -3.898 2.059 1.116 -0.624
C -3.373 2.941 0.105 -0.260
H -4.194 3.445 -0.414 0.198
H -2.763 3.679 0.629 0.232
C -2.512 2.170 -0.921 0.093
H -3.162 1.555 -1.553 0.182
C -1.619 3.128 -1.716 -0.425
H -1.343 2.669 -2.665 0.211
H -2.110 4.079 -1.913 0.212
C -0.393 3.264 -0.804 -0.443
H -0.442 4.179 -0.215 0.211
H 0.533 3.275 -1.374 0.216
C -0.475 2.029 0.114 -0.086
H 0.389 1.369 0.018 0.192
O -1.616 1.282 -0.292 -0.542
H -0.579 2.315 1.166 0.200
H -4.432 1.261 0.801 0.400
H -3.151 0.675 4.010 0.270
H -4.836 1.171 3.692 0.248
H 1.940 -0.257 2.196 0.245
H 4.340 -0.327 1.555 0.227
H 5.851 -3.143 -1.431 0.181
H 5.671 -1.676 -2.426 0.183
```

***

| no. | F_max (eV/A) |
| --- | --- |
| 1 | 5.50 |
| 2 | 2.05 |
| 3 | 1.30 |